# 1
C8H15N4OP | the ωB97M-V functional and the def2-TZVPD basis

Last columns: bonded neighbours and bond lengths (Å).
Geometry (Å):
1 C -2.363 2.742 1.903  C2 1.410, C3 1.347, H15 1.066
2 C -2.627 2.338 0.578  C1 1.410, C4 1.387, H16 1.016
3 C -1.610 1.920 2.658  C1 1.347, C5 1.398, H17 1.099
4 C -1.852 1.333 0.018  C2 1.387, C6 1.396, H18 1.089
5 C -0.886 0.850 2.123  C3 1.398, C6 1.377, H19 1.012
6 C -1.029 0.516 0.795  C4 1.396, C5 1.377, P14 1.825
7 C 2.868 -1.825 -0.575  N10 1.462, H20 1.058, H21 1.206, H22 1.120
8 C 1.583 0.978 -1.326  N12 1.474, H23 1.038, H24 1.035, H25 1.168
9 N -1.118 -3.018 -1.747  N11 1.303, H26 1.025, H27 1.010
10 N 2.771 -0.480 -0.010  C7 1.462, N12 1.377, H28 1.031
11 N -0.906 -1.745 -1.925  N9 1.303, H29 0.968
12 N 1.534 0.113 -0.133  C8 1.474, N10 1.377, P14 1.764
13 O 0.264 -1.849 1.107  P14 1.474
14 P 0.039 -0.793 0.104  C6 1.825, N12 1.764, O13 1.474
15 H -2.673 3.693 2.272  C1 1.066
16 H -3.366 2.776 0.035  C2 1.016
17 H -1.468 2.403 3.634  C3 1.099
18 H -2.017 0.954 -0.989  C4 1.089
19 H -0.042 0.497 2.554  C5 1.012
20 H 2.386 -2.643 -0.110  C7 1.058
21 H 2.496 -1.615 -1.703  C7 1.206
22 H 3.957 -1.996 -0.778  C7 1.120
23 H 0.766 1.616 -1.280  C8 1.038
24 H 2.446 1.542 -1.417  C8 1.035
25 H 1.538 0.391 -2.335  C8 1.168
26 H -0.283 -3.600 -1.629  N9 1.025
27 H -1.673 -3.259 -0.937  N9 1.010
28 H 3.015 -0.564 0.989  N10 1.031
29 H -1.750 -1.276 -1.875  N11 0.968

Calculated total energy = -949.29813 Eh
HOMO energy (spin up / spin down) = -7.7 / -7.7 eV
Energy above the lowest of the compared OMol25 structures with the same formula, charge and spin = 43.9 kcal per mole
LUMO (spin up / spin down) = 0.33 / 0.33 eV
Frontier orbital gap (spin up / spin down) = 8.03 / 8.03 eV
Largest force on an atom = 0.1033 Eh/bohr


# 2
C8H15N5 | the ωB97M-V functional and the def2-TZVPD basis

Last columns: bonded neighbours and bond lengths (Å).
Geometry (Å):
1 C -2.356 -0.028 -1.080  C2 1.469, H14 1.116, H15 1.069, H16 1.064
2 C -2.090 0.091 0.360  C1 1.469, C3 1.570, C4 1.514, H17 1.071
3 C -2.900 -0.824 1.345  C2 1.570, H18 1.137, H19 1.161, H20 1.131
4 C -0.705 -0.516 0.439  C2 1.514, N5 1.434, H21 1.143, H22 1.176
5 N 0.336 0.031 -0.380  C4 1.434, N6 1.684, N13 1.406
6 N 0.659 1.590 0.169  N5 1.684, C7 1.386, N8 1.484
7 C 0.691 2.300 -1.020  N6 1.386, H23 1.060, H24 1.137, H25 1.138
8 N 2.044 1.470 0.687  N6 1.484, C9 1.402, H26 1.091
9 C 2.498 0.183 0.366  N8 1.402, N10 1.322, N13 1.349
10 N 3.713 -0.326 0.481  C9 1.322, C11 1.344
11 C 3.533 -1.578 0.023  N10 1.344, C12 1.361, H27 1.139
12 C 2.275 -1.770 -0.456  C11 1.361, N13 1.374, H28 0.989
13 N 1.582 -0.604 -0.235  N5 1.406, C9 1.349, C12 1.374
14 H -3.211 0.641 -1.340  C1 1.116
15 H -1.528 0.323 -1.658  C1 1.069
16 H -2.506 -1.067 -1.254  C1 1.064
17 H -1.969 1.142 0.528  C2 1.071
18 H -2.803 -0.438 2.411  C3 1.137
19 H -2.309 -1.813 1.490  C3 1.161
20 H -3.964 -1.104 1.081  C3 1.131
21 H -0.345 -0.568 1.522  C4 1.143
22 H -0.802 -1.633 0.085  C4 1.176
23 H -0.032 1.822 -1.630  C7 1.060
24 H 0.280 3.355 -0.909  C7 1.137
25 H 1.564 2.446 -1.737  C7 1.138
26 H 2.085 1.670 1.759  N8 1.091
27 H 4.429 -2.263 -0.140  C11 1.139
28 H 1.832 -2.532 -0.907  C12 0.989

Calculated total energy = -587.41691 Eh
SMILES = CC(C)CN1N(C)Nc2nccn21
HOMO energy = -8.1 eV
Energy above the lowest of the compared OMol25 structures with the same formula, charge and spin = 126.1 kcal per mole
LUMO = 0.89 eV
Frontier orbital gap = 8.98 eV
Largest force on an atom = 0.0950 Eh/bohr


# 3
C8H15NO | the ωB97M-V functional and the def2-TZVPD basis

Last columns: bonded neighbours and bond lengths (Å).
Geometry (Å):
1 C 3.451 -0.579 0.127  C2 1.519, H11 1.081, H12 1.071, H13 1.105
2 C 2.146 0.091 0.521  C1 1.519, C3 1.518, H14 1.094, H15 1.093
3 C 0.934 -0.131 -0.366  C2 1.518, C4 1.538, C9 1.663, H16 1.085
4 C 0.369 -1.560 -0.291  C3 1.538, C5 1.464, H17 1.111, H18 1.105
5 C -1.052 -1.254 -0.115  C4 1.464, C6 1.453, H19 1.074, H20 1.060
6 C -2.498 -1.242 0.029  C5 1.453, C7 1.563, H21 1.098, H22 1.094
7 C -2.630 0.277 0.370  C6 1.563, N8 1.514, H23 1.119, H24 1.077
8 N -1.438 1.136 0.002  C7 1.514, C9 1.392, H25 1.040
9 C -0.058 1.189 -0.171  C3 1.663, N8 1.392, O10 1.221
10 O 0.489 2.279 -0.230  C9 1.221
11 H 3.765 -0.353 -0.882  C1 1.081
12 H 4.216 -0.281 0.815  C1 1.071
13 H 3.366 -1.676 0.224  C1 1.105
14 H 1.786 -0.139 1.528  C2 1.094
15 H 2.357 1.162 0.476  C2 1.093
16 H 1.252 0.089 -1.380  C3 1.085
17 H 0.491 -2.176 -1.207  C4 1.111
18 H 0.835 -2.133 0.531  C4 1.105
19 H -0.900 -0.702 0.793  C5 1.074
20 H -1.063 -0.605 -0.954  C5 1.060
21 H -3.106 -1.560 -0.828  C6 1.098
22 H -2.902 -1.779 0.893  C6 1.094
23 H -2.745 0.378 1.478  C7 1.119
24 H -3.483 0.713 -0.123  C7 1.077
25 H -1.677 2.136 -0.157  N8 1.040

Calculated total energy = -443.67333 Eh
SMILES = CC[C@H]1CCCCNC1=O
HOMO energy = -9.4 eV
Energy above the lowest of the compared OMol25 structures with the same formula, charge and spin = 105.3 kcal per mole
LUMO = 0.84 eV
Frontier orbital gap = 10.23 eV
Largest force on an atom = 0.0662 Eh/bohr


# 4
C8H15NO | the ωB97M-V functional and the def2-TZVPD basis

Last columns: bonded neighbours and bond lengths (Å).
Geometry (Å):
1 H 2.991 -0.912 -1.638  N2 1.016
2 N 3.324 -0.597 -0.732  H1 1.016, C3 1.304
3 C 2.435 0.129 -0.111  N2 1.304, O4 1.319, C5 1.506
4 O 2.910 0.343 1.100  C3 1.319, H12 1.196
5 C 0.936 0.070 -0.238  C3 1.506, C6 1.543, C11 1.541, H13 1.101
6 C 0.337 -1.067 0.616  C5 1.543, C7 1.532, H14 1.100, H15 1.100
7 C -0.964 -1.668 0.074  C6 1.532, C8 1.534, H16 1.101, H17 1.101
8 C -1.985 -0.677 -0.498  C7 1.534, C9 1.533, H18 1.102, H19 1.100
9 C -2.103 0.663 0.238  C8 1.533, C10 1.532, H20 1.100, H21 1.103
10 C -1.077 1.705 -0.217  C9 1.532, C11 1.528, H22 1.103, H23 1.101
11 C 0.379 1.449 0.169  C5 1.541, C10 1.528, H24 1.101, H25 1.101
12 H 3.855 -0.345 0.844  O4 1.196
13 H 0.722 -0.117 -1.302  C5 1.101
14 H 1.070 -1.880 0.722  C6 1.100
15 H 0.177 -0.684 1.635  C6 1.100
16 H -0.722 -2.404 -0.708  C7 1.101
17 H -1.429 -2.239 0.892  C7 1.101
18 H -1.740 -0.466 -1.552  C8 1.102
19 H -2.966 -1.174 -0.520  C8 1.100
20 H -3.105 1.078 0.051  C9 1.100
21 H -2.034 0.510 1.328  C9 1.103
22 H -1.146 1.796 -1.315  C10 1.103
23 H -1.360 2.689 0.187  C10 1.101
24 H 0.498 1.556 1.259  C11 1.101
25 H 0.995 2.242 -0.282  C11 1.101

Calculated total energy = -443.77766 Eh
SMILES = [H]/N=C(/O)C1CCCCCC1
HOMO energy = -9.7 eV
Energy above the lowest of the compared OMol25 structures with the same formula, charge and spin = 39.9 kcal per mole
LUMO = 0.84 eV
Frontier orbital gap = 10.57 eV
Largest force on an atom = 0.0867 Eh/bohr


# 5
C8H15NSSi | the ωB97M-V functional and the def2-TZVPD basis

Last columns: bonded neighbours and bond lengths (Å).
Geometry (Å):
1 C -1.804 1.356 -2.850  C2 1.409, C3 1.388, H12 1.047
2 C -1.259 2.348 -2.011  C1 1.409, C4 1.396, H13 1.097
3 C -1.133 0.141 -2.877  C1 1.388, S11 1.700, H14 1.120
4 C -0.137 1.906 -1.309  C2 1.396, C8 1.328, S11 1.853
5 C 0.092 0.068 2.624  Si10 1.907, H15 1.032, H16 1.050, H17 1.104
6 C 2.307 -1.084 0.672  Si10 2.000, H18 1.054, H19 1.093, H20 1.117
7 C -0.294 -2.898 1.372  Si10 1.911, H21 1.175, H22 1.045, H23 1.074
8 C 0.697 2.500 -0.463  C4 1.328, H24 1.052, H25 1.137
9 N -0.540 -0.469 -0.241  Si10 1.788, S11 1.719, H26 0.962
10 Si 0.367 -1.118 1.157  C5 1.907, C6 2.000, C7 1.911, N9 1.788
11 S 0.112 0.116 -1.720  C3 1.700, C4 1.853, N9 1.719
12 H -2.611 1.505 -3.501  C1 1.047
13 H -1.545 3.407 -2.008  C2 1.097
14 H -1.251 -0.800 -3.474  C3 1.120
15 H 0.152 -0.471 3.503  C5 1.032
16 H 0.815 0.826 2.557  C5 1.050
17 H -0.881 0.588 2.663  C5 1.104
18 H 2.624 -2.073 0.489  C6 1.054
19 H 2.653 -0.365 -0.076  C6 1.093
20 H 2.737 -0.869 1.680  C6 1.117
21 H -0.441 -3.277 0.270  C7 1.175
22 H 0.188 -3.428 2.134  C7 1.045
23 H -1.301 -2.934 1.745  C7 1.074
24 H 1.664 2.251 -0.131  C8 1.052
25 H 0.280 3.401 0.090  C8 1.137
26 H -1.488 -0.628 -0.294  N9 0.962

Calculated total energy = -1056.16311 Eh
HOMO energy = -6.6 eV
Energy above the lowest of the compared OMol25 structures with the same formula, charge and spin = 55.9 kcal per mole
LUMO = 0.65 eV
Frontier orbital gap = 7.21 eV
Largest force on an atom = 0.0644 Eh/bohr


# 6
C8H16 | the ωB97M-V functional and the def2-TZVPD basis

Last columns: bonded neighbours and bond lengths (Å).
Geometry (Å):
1 C -0.065 2.951 1.482  C2 1.484, H9 1.095, H10 1.096, H11 1.091
2 C -0.381 1.592 0.977  C1 1.484, C3 1.331, H12 1.092
3 C 0.205 0.402 1.093  C2 1.331, C4 1.490, C5 1.491
4 C 1.236 0.146 2.138  C3 1.490, H13 1.098, H14 1.102, H15 1.086
5 C -0.291 -0.803 0.370  C3 1.491, C6 1.557, H16 1.095, H17 1.097
6 C 0.636 -1.149 -0.833  C5 1.557, C7 1.520, H18 1.085, H19 1.095
7 C -0.021 -0.864 -2.174  C6 1.520, C8 1.559, H20 1.083, H21 1.087
8 C -1.219 -1.825 -2.445  C7 1.559, H22 1.084, H23 1.090, H24 1.092
9 H 0.814 3.011 2.133  C1 1.095
10 H 0.219 3.648 0.685  C1 1.096
11 H -0.919 3.409 1.983  C1 1.091
12 H -1.240 1.584 0.301  C2 1.092
13 H 2.133 -0.396 1.811  C4 1.098
14 H 0.835 -0.534 2.907  C4 1.102
15 H 1.579 0.998 2.717  C4 1.086
16 H -1.327 -0.688 0.033  C5 1.095
17 H -0.369 -1.691 1.009  C5 1.097
18 H 0.943 -2.189 -0.782  C6 1.085
19 H 1.548 -0.556 -0.707  C6 1.095
20 H 0.646 -0.948 -3.023  C7 1.083
21 H -0.504 0.111 -2.150  C7 1.087
22 H -2.109 -1.448 -1.955  C8 1.084
23 H -1.021 -2.820 -2.046  C8 1.090
24 H -1.327 -1.941 -3.525  C8 1.092

Calculated total energy = -314.38378 Eh
SMILES = C/C=C(\C)CCCC
HOMO energy = -8.8 eV
Energy above the lowest of the compared OMol25 structures with the same formula, charge and spin = 6.7 kcal per mole
LUMO = 1.08 eV
Frontier orbital gap = 9.88 eV
Largest force on an atom = 0.0296 Eh/bohr


# 7
C8H16B2IN4O3 | the ωB97M-V functional and the def2-TZVPD basis

Last columns: bonded neighbours and bond lengths (Å).
Geometry (Å):
1 C 2.593 -0.410 -1.519  C2 1.538, H19 1.083, H20 1.084, H21 1.087
2 C 2.828 0.016 -0.060  C1 1.538, C3 1.528, H22 1.085, H23 1.084
3 C 1.807 -0.598 0.896  C2 1.528, I4 2.152, C5 1.490, H24 1.074
4 I 2.366 -0.298 2.952  C3 2.152
5 C 0.377 -0.269 0.635  C3 1.490, C6 1.423, N15 1.327
6 C -0.544 -1.297 0.289  C5 1.423, B7 1.608, C10 1.378
7 B -0.207 -2.859 0.105  C6 1.608, O8 1.365, O9 1.370
8 O 1.014 -3.323 -0.288  B7 1.365, H25 0.963
9 O -1.182 -3.763 0.435  B7 1.370, H26 0.961
10 C -1.854 -0.909 0.109  C6 1.378, C11 1.400, H27 1.079
11 C -2.247 0.427 0.245  C10 1.400, C12 1.502, N14 1.305
12 C -3.671 0.872 0.065  C11 1.502, N13 1.446, H28 1.086, H29 1.086
13 N -4.158 0.766 -1.292  C12 1.446, H30 1.007, H31 1.007
14 N -1.361 1.342 0.527  C11 1.305, N15 1.338
15 N -0.088 0.972 0.713  C5 1.327, N14 1.338, B16 1.550
16 B 0.736 2.251 1.010  N15 1.550, N17 1.417, O18 1.336
17 N 1.148 3.017 -0.108  B16 1.417, H32 1.010, H33 1.009
18 O 0.861 2.594 2.296  B16 1.336, H34 0.963
19 H 3.002 0.344 -2.181  C1 1.083
20 H 3.135 -1.330 -1.711  C1 1.084
21 H 1.537 -0.545 -1.738  C1 1.087
22 H 3.784 -0.389 0.256  C2 1.085
23 H 2.913 1.091 0.051  C2 1.084
24 H 1.915 -1.663 0.811  C3 1.074
25 H 1.339 -2.951 -1.114  O8 0.963
26 H -1.871 -3.843 -0.231  O9 0.961
27 H -2.603 -1.650 -0.124  C10 1.079
28 H -3.746 1.891 0.433  C12 1.086
29 H -4.295 0.260 0.709  C12 1.086
30 H -3.494 1.059 -1.991  N13 1.007
31 H -4.547 -0.136 -1.512  N13 1.007
32 H 2.085 3.394 -0.082  N17 1.010
33 H 0.971 2.596 -1.008  N17 1.009
34 H 1.457 3.340 2.423  O18 0.963

Calculated total energy = -1106.53865 Eh
SMILES = CC[C@@H](I)c1c(B(O)O)cc(CN)n[n+]1B(N)O
HOMO energy = -12.7 eV
LUMO = -4.62 eV
Frontier orbital gap = 8.06 eV
Largest force on an atom = 0.0217 Eh/bohr
Total charge = +1


# 8
C8H16Br8 | the ωB97M-V functional and the def2-TZVPD basis

Last columns: bonded neighbours and bond lengths (Å).
Geometry (Å):
1 Br -26.386 9.085 -20.807  C2 1.988
2 C -26.056 7.644 -19.477  Br1 1.988, C3 1.544, H5 1.090, H6 1.090
3 C -25.062 8.142 -18.406  C2 1.544, Br4 1.977, H7 1.090, H8 1.090
4 Br -24.562 6.714 -17.133  C3 1.977
5 H -25.548 6.797 -19.937  C2 1.090
6 H -27.025 7.423 -19.030  C2 1.090
7 H -25.483 8.984 -17.858  C3 1.090
8 H -24.138 8.508 -18.853  C3 1.090
9 Br -25.822 11.650 -14.086  C10 2.072
10 C -25.008 9.852 -14.717  Br9 2.072, C11 1.523, H13 1.090, H14 1.090
11 C -23.983 9.517 -13.642  C10 1.523, Br12 1.935, H15 1.090, H16 1.090
12 Br -23.259 7.738 -13.884  C11 1.935
13 H -24.442 9.935 -15.645  C10 1.090
14 H -25.918 9.258 -14.806  C10 1.090
15 H -24.408 9.487 -12.639  C11 1.090
16 H -23.170 10.243 -13.659  C11 1.090
17 Br -21.974 14.809 -15.429  C18 1.982
18 C -22.594 13.021 -16.018  Br17 1.982, C19 1.507, H21 1.090, H22 1.090
19 C -22.859 12.937 -17.499  C18 1.507, Br20 2.016, H23 1.090, H24 1.090
20 Br -24.109 11.398 -17.867  C19 2.016
21 H -23.536 12.803 -15.514  C18 1.090
22 H -21.937 12.238 -15.639  C18 1.090
23 H -21.986 12.844 -18.144  C19 1.090
24 H -23.369 13.855 -17.788  C19 1.090
25 Br -28.369 4.157 -19.522  C26 2.008
26 C -26.541 3.922 -18.724  Br25 2.008, C27 1.521, H29 1.090, H30 1.090
27 C -26.618 3.202 -17.387  C26 1.521, Br28 2.001, H31 1.090, H32 1.090
28 Br -24.833 2.840 -16.560  C27 2.001
29 H -25.997 4.866 -18.706  C26 1.090
30 H -25.963 3.265 -19.374  C26 1.090
31 H -27.136 2.243 -17.414  C27 1.090
32 H -27.077 3.936 -16.725  C27 1.090

Calculated total energy = -20906.51717 Eh
SMILES = BrCCBr.BrCCBr.BrCCBr.BrCCBr
HOMO energy = -10.1 eV
Energy above the lowest of the compared OMol25 structures with the same formula, charge and spin = 20.2 kcal per mole
LUMO = 0.24 eV
Frontier orbital gap = 10.33 eV
Largest force on an atom = 0.0307 Eh/bohr